C5H11O2 | the ωB97M-V functional and the def2-TZVPD basis

```
18
Properties=species:S:1:pos:R:3
C -0.822 0.555 -2.099
O -1.593 -0.301 -1.348
C -0.995 2.002 -1.612
H -1.088 0.512 -3.169
H 0.272 0.290 -2.047
H -0.294 2.728 -2.135
H -0.760 2.048 -0.519
H -2.032 2.302 -1.763
C 0.303 -0.321 0.913
O -0.098 -1.429 0.169
C 1.129 -0.751 2.096
C 2.321 -0.182 2.425
H -0.591 0.268 1.281
H 0.889 0.407 0.289
H -0.878 -0.948 -0.604
H 0.718 -1.656 2.650
H 2.862 -0.491 3.322
H 2.813 0.556 1.780
```

Its spin multiplicity is 2. The calculation puts the lowest unoccupied orbital energy (alpha / beta) at 6.50 / 6.38 eV. As for the relative energy (zero: lowest compared OMol25 entry of this formula, charge and spin): 264.0 kJ/mol. The calculation puts the orbital gap (alpha / beta) at 2.2 / 7.5 eV. As for the charge: -2.

Charges per atom according to Mulliken partitioning, unit e:
1. C -0.42
2. O -0.72
3. C -1.11
4. H 0.29
5. H 0.30
6. H 0.31
7. H 0.27
8. H 0.31
9. C -0.76
10. O -0.71
11. C -0.70
12. C -2.28
13. H 0.12
14. H 0.01
15. H 0.38
16. H 0.02
17. H 1.69
18. H 1.02

C5H11O2 | the ωB97M-V functional and the def2-TZVPD basis

```
18
Properties=species:S:1:pos:R:3
C -0.701 1.126 0.414
C -0.851 2.208 -0.642
C -1.144 1.614 1.818
H 0.306 0.724 0.468
H -1.280 0.209 0.271
H -0.745 1.842 -1.654
H -1.753 2.775 -0.439
H -0.376 1.587 2.561
H -0.019 2.907 -0.561
H -1.854 0.921 2.263
H -1.624 2.589 1.778
C 1.438 -2.369 -1.496
C 1.434 -3.023 -0.064
O 2.555 -3.095 0.440
O 0.297 -3.334 0.292
H 0.529 -1.786 -1.587
H 1.466 -3.144 -2.243
H 2.322 -1.750 -1.620
```

Its spin multiplicity is 2. The calculation puts the lowest unoccupied orbital energy (alpha / beta) at 0.75 / -3.65 eV. As for the relative energy (zero: lowest compared OMol25 entry of this formula, charge and spin): 56.4 kJ/mol. The calculation puts the orbital gap (alpha / beta) at 11.9 / 6.8 eV.

Charges per atom according to Mulliken partitioning, unit e:
1. C -0.01
2. C -1.19
3. C -1.11
4. H 0.21
5. H 0.24
6. H 0.33
7. H 0.34
8. H 0.30
9. H 0.30
10. H 0.30
11. H 0.28
12. C -0.69
13. C 0.75
14. O -0.44
15. O -0.43
16. H 0.23
17. H 0.29
18. H 0.28

C5H11O2PS2 | the ωB97M-V functional and the def2-TZVPD basis

```
21
Properties=species:S:1:pos:R:3
C -0.019 -2.907 0.590
C -1.405 2.070 -1.070
C -0.798 -1.654 0.191
C 0.120 2.307 -0.654
C 0.432 0.293 0.639
O -0.079 -0.534 -0.270
O 0.430 1.619 0.551
P 3.436 -0.350 -0.315
S 2.798 -0.112 -2.144
S 0.510 -0.234 2.316
H -0.425 -3.807 0.015
H 1.118 -2.817 0.564
H -0.260 -3.146 1.670
H -1.620 1.014 -1.388
H -1.996 2.379 -0.175
H -1.544 2.741 -1.997
H -1.401 -1.348 1.051
H -1.469 -1.749 -0.721
H 0.141 3.358 -0.199
H 0.828 2.027 -1.404
H 1.202 0.850 2.750
```

Its spin multiplicity is 1. The calculation puts the lowest unoccupied orbital energy (alpha / beta) at -0.59 / -0.55 eV. As for the relative energy (zero: lowest compared OMol25 entry of this formula, charge and spin): 460.7 kJ/mol. The calculation puts the orbital gap (alpha / beta) at 5.0 / 5.0 eV.

Charges per atom according to Mulliken partitioning, unit e:
1. C -0.90
2. C -0.87
3. C -0.71
4. C -0.21
5. C 0.31
6. O -0.16
7. O -0.21
8. P -0.02
9. S -0.36
10. S -0.17
11. H 0.29
12. H 0.25
13. H 0.32
14. H 0.21
15. H 0.29
16. H 0.34
17. H 0.58
18. H 0.34
19. H 0.25
20. H 0.26
21. H 0.17

C5H11O3 | the ωB97M-V functional and the def2-TZVPD basis

```
19
Properties=species:S:1:pos:R:3
C 1.618 -1.426 -1.642
C 0.893 -2.029 -0.424
O 0.935 -1.301 0.605
O 0.378 -3.158 -0.534
H 1.185 -0.444 -1.860
H 1.687 -2.094 -2.505
H 2.639 -1.201 -1.318
C -0.835 2.086 0.783
C -1.679 2.505 -0.423
C -1.403 0.890 1.502
O 0.466 1.750 0.264
H -0.674 2.928 1.468
H -2.754 2.442 -0.222
H -2.288 1.140 2.096
H -1.610 0.101 0.773
H -0.644 0.423 2.138
H 0.645 0.858 0.613
H -1.425 1.786 -1.202
H -1.476 3.535 -0.729
```

Its spin multiplicity is 1. The calculation puts the lowest unoccupied orbital energy at 3.68 eV. As for the relative energy (zero: lowest compared OMol25 entry of this formula, charge and spin): 48.2 kJ/mol. The calculation puts the orbital gap at 7.9 eV. As for the charge: -1.

Charges per atom according to Mulliken partitioning, unit e:
1. C -0.75
2. C 0.55
3. O -0.73
4. O -0.73
5. H 0.15
6. H 0.29
7. H 0.22
8. C 0.59
9. C -1.17
10. C -1.35
11. O -0.54
12. H 0.16
13. H 0.31
14. H 0.35
15. H 0.34
16. H 0.44
17. H 0.30
18. H 0.28
19. H 0.29

C5H11O3 | the ωB97M-V functional and the def2-TZVPD basis

```
19
Properties=species:S:1:pos:R:3
C 1.794 0.087 0.053
C 0.836 1.133 0.654
C 1.840 -1.214 0.834
O 1.567 -0.099 -1.318
H 2.789 0.562 0.085
H 0.907 1.961 -0.059
H 1.986 -1.050 1.900
H 0.930 -1.785 0.632
H 2.655 -1.835 0.444
H 0.649 -0.428 -1.451
H 1.220 1.540 1.593
H -0.189 0.785 0.742
C -2.677 0.669 -0.540
C -2.105 -0.815 -0.638
O -1.038 -0.931 -1.284
O -2.875 -1.672 -0.175
H -3.720 0.662 -0.835
H -2.046 1.358 -1.109
H -2.524 1.072 0.472
```

Its spin multiplicity is 1. The calculation puts the lowest unoccupied orbital energy at 3.87 eV. As for the relative energy (zero: lowest compared OMol25 entry of this formula, charge and spin): 35.0 kJ/mol. The calculation puts the orbital gap at 8.3 eV. As for the charge: -1.

Charges per atom according to Mulliken partitioning, unit e:
1. C 0.35
2. C -1.05
3. C -1.22
4. O -0.63
5. H 0.31
6. H 0.28
7. H 0.34
8. H 0.28
9. H 0.30
10. H 0.56
11. H 0.41
12. H 0.10
13. C -0.98
14. C 0.56
15. O -0.75
16. O -0.71
17. H 0.31
18. H 0.30
19. H 0.23

C5H11O3Pm | the ωB97M-V functional and the def2-TZVPD basis

```
20
Properties=species:S:1:pos:R:3
C -0.349 0.519 2.316
O -0.048 0.657 0.906
C 1.255 1.043 0.568
C 2.338 0.148 1.154
O 2.032 -1.219 0.910
C 2.451 -1.731 -0.345
H -1.447 0.523 2.402
H 0.380 0.912 3.051
H 1.467 2.072 0.909
H 1.273 0.985 -0.529
H 2.426 0.255 2.243
H 3.313 0.430 0.731
H 1.932 -1.215 -1.166
H 3.542 -1.623 -0.419
H 2.219 -2.801 -0.381
Pm 0.073 -2.074 2.121
O -1.330 3.781 1.171
C -0.959 3.139 2.169
H -1.667 3.014 3.019
H 0.051 3.345 2.588
```

Its spin multiplicity is 6. The calculation puts the lowest unoccupied orbital energy (alpha / beta) at -3.11 / -5.42 eV. As for the relative energy (zero: lowest compared OMol25 entry of this formula, charge and spin): 567.6 kJ/mol. The calculation puts the orbital gap (alpha / beta) at 5.6 / 4.2 eV. As for the charge: +1.

Charges per atom according to Mulliken partitioning, unit e:
1. C -1.04
2. O -0.25
3. C -0.28
4. C -0.51
5. O -0.25
6. C -0.70
7. H 0.46
8. H 0.41
9. H 0.30
10. H 0.35
11. H 0.24
12. H 0.44
13. H 0.33
14. H 0.30
15. H 0.26
16. Pm 0.90
17. O -0.40
18. C -0.18
19. H 0.35
20. H 0.28

C5H11O4 | the ωB97M-V functional and the def2-TZVPD basis

```
20
Properties=species:S:1:pos:R:3
O 0.405 0.413 1.081
H -0.268 0.026 0.503
C -0.501 2.586 4.107
C 0.798 2.279 3.437
C 1.506 1.200 3.787
C 2.812 0.764 3.217
O 2.620 -0.571 2.724
O 2.854 -0.541 1.410
C 1.319 3.270 2.398
O 1.613 2.758 1.127
H -1.017 3.387 3.572
H -1.146 1.699 4.127
H -0.369 2.905 5.150
H 1.103 0.494 4.515
H 3.203 1.504 2.503
H 3.536 0.640 4.030
H 1.235 -0.139 0.976
H 0.547 4.043 2.273
H 2.228 3.750 2.795
H 1.076 1.911 1.006
```

Its spin multiplicity is 2. The calculation puts the lowest unoccupied orbital energy (alpha / beta) at 0.72 / -1.44 eV. As for the relative energy (zero: lowest compared OMol25 entry of this formula, charge and spin): 181.6 kJ/mol. The calculation puts the orbital gap (alpha / beta) at 10.0 / 7.8 eV.

Charges per atom according to Mulliken partitioning, unit e:
1. O -0.64
2. H 0.28
3. C -1.58
4. C 1.02
5. C -0.44
6. C -0.53
7. O 0.02
8. O -0.40
9. C -0.82
10. O -0.55
11. H 0.38
12. H 0.33
13. H 0.31
14. H 0.34
15. H 0.40
16. H 0.36
17. H 0.35
18. H 0.35
19. H 0.33
20. H 0.49

C5H11O5PS | the ωB97M-V functional and the def2-TZVPD basis

```
23
Properties=species:S:1:pos:R:3
C 0.548 1.133 1.041
C 2.689 0.281 -0.168
C 0.442 0.501 -1.367
C -2.263 -1.180 0.126
C 1.098 0.262 -0.033
O -3.725 -1.071 -0.018
O -3.108 0.901 1.705
O -3.031 1.464 -0.730
O 1.733 -2.078 1.123
O 0.596 -2.178 -1.076
P -2.908 0.452 0.326
S 0.550 -1.577 0.338
H -0.363 0.698 1.254
H 1.098 1.064 1.997
H 0.543 2.269 0.755
H 3.093 0.426 0.760
H 3.061 1.050 -0.913
H 2.932 -0.715 -0.653
H 0.807 -0.265 -2.048
H -0.618 0.343 -1.430
H 0.673 1.566 -1.506
H -2.029 -1.464 1.165
H -1.818 -1.881 -0.647
```

Its spin multiplicity is 1. The calculation puts the lowest unoccupied orbital energy at 6.00 eV. As for the relative energy (zero: lowest compared OMol25 entry of this formula, charge and spin): 0.0 kJ/mol. The calculation puts the orbital gap at 6.5 eV. As for the charge: -2.

Charges per atom according to Mulliken partitioning, unit e:
1. C -1.40
2. C -1.56
3. C -1.74
4. C -0.12
5. C 1.40
6. O -0.60
7. O -0.74
8. O -0.76
9. O -0.69
10. O -0.71
11. P 0.78
12. S 0.42
13. H 0.32
14. H 0.32
15. H 0.27
16. H 0.38
17. H 0.32
18. H 0.34
19. H 0.43
20. H 0.30
21. H 0.49
22. H 0.17
23. H 0.37

C5H11OP | the ωB97M-V functional and the def2-TZVPD basis

```
18
Properties=species:S:1:pos:R:3
C -1.648 -3.957 0.621
C -1.525 -2.775 0.767
C 1.047 2.118 0.154
C -0.737 0.496 1.017
C 0.090 0.983 -0.187
O 0.887 0.313 -2.512
P 0.971 -0.443 -1.121
H -1.740 -4.983 0.667
H 1.724 0.267 -3.097
H -1.546 -1.757 0.561
H 1.664 2.380 -0.653
H 0.446 3.106 0.294
H 1.500 1.828 1.108
H -0.463 -0.447 1.368
H -1.740 0.511 0.752
H -0.721 1.200 1.875
H -0.597 1.172 -0.983
H 2.390 -0.010 -0.631
```

Its spin multiplicity is 1. The calculation puts the lowest unoccupied orbital energy at 0.70 eV. As for the relative energy (zero: lowest compared OMol25 entry of this formula, charge and spin): 336.8 kJ/mol. The calculation puts the orbital gap at 9.2 eV.

Charges per atom according to Mulliken partitioning, unit e:
1. C -0.47
2. C -0.26
3. C -1.45
4. C -1.52
5. C 0.55
6. O -0.49
7. P 0.02
8. H 0.43
9. H 0.34
10. H 0.32
11. H 0.45
12. H 0.31
13. H 0.40
14. H 0.37
15. H 0.41
16. H 0.34
17. H 0.22
18. H 0.02

C5H11OS | the ωB97M-V functional and the def2-TZVPD basis

```
18
Properties=species:S:1:pos:R:3
C -1.709 -0.519 0.461
C -0.494 -0.331 0.098
C -2.920 -0.426 -0.556
C 1.912 -0.394 1.680
C 1.667 1.255 -0.864
O 1.708 -1.329 -0.807
S 1.172 -0.267 -0.010
H -1.932 -0.711 1.490
H -0.792 0.572 -1.963
H -3.182 0.672 -0.515
H -3.840 -1.041 -0.336
H -2.632 -0.755 -1.542
H 1.564 0.292 2.438
H 3.035 -0.329 1.790
H 1.636 -1.427 1.909
H 1.082 2.140 -0.416
H 1.010 1.083 -1.852
H 2.714 1.518 -1.004
```

Its spin multiplicity is 3. The calculation puts the lowest unoccupied orbital energy (alpha / beta) at -4.33 / -6.96 eV. As for the relative energy (zero: lowest compared OMol25 entry of this formula, charge and spin): 143.8 kJ/mol. The calculation puts the orbital gap (alpha / beta) at 8.8 / 8.4 eV. As for the charge: +1.

Charges per atom according to Mulliken partitioning, unit e:
1. C 0.50
2. C -0.66
3. C -1.18
4. C -0.99
5. C -0.91
6. O -0.54
7. S 1.12
8. H 0.40
9. H 0.04
10. H 0.32
11. H 0.34
12. H 0.39
13. H 0.38
14. H 0.38
15. H 0.37
16. H 0.35
17. H 0.30
18. H 0.38

Which electronic energy belongs to each record? In order, -347.40386, -347.49659, -1485.15224, -422.89533, -422.90036, -1030.64834, -497.89032, -1312.86621, -613.57306, -669.96292 Eh.